Entry 1:
115
Properties=species:S:1:pos:R:3:forces:R:3 method="wB97M-V/def2-TZVPD" charge=-1 multiplicity=1 e_homo_ev=-6.500
B 13.888000 32.047000 6.478000 0.958 -2.287 -0.311
F 14.180000 31.192000 7.561000 -0.087 -0.377 1.627
F 12.612000 31.736000 6.079000 -1.680 -0.217 -0.735
F 14.031000 33.339000 6.788000 0.050 1.470 0.194
F 14.812000 31.566000 5.535000 0.241 0.702 -1.129
C 13.929000 26.336000 6.113000 -0.559 4.180 5.185
C 13.957000 27.557000 7.053000 0.689 -1.421 -4.552
C 12.967000 27.752000 8.111000 -0.670 -1.678 2.531
O 13.002000 28.691000 8.901000 -0.214 0.133 -1.124
C 12.164000 26.580000 8.379000 -2.166 -6.622 -2.378
C 12.182000 25.269000 7.513000 -0.435 5.813 4.412
C 13.037000 25.166000 6.377000 2.736 1.171 -2.501
O 13.027000 24.185000 5.651000 -0.163 0.089 0.244
O 11.466000 24.206000 7.815000 0.548 0.327 -0.594
O 14.716000 28.657000 6.853000 -0.746 -0.148 0.169
H 14.716000 26.332000 5.420000 0.632 -0.332 -1.138
H 11.418000 26.380000 9.215000 1.183 1.279 -0.859
H 10.973000 24.513000 8.558000 -1.158 -0.246 1.219
H 14.432000 29.573000 7.327000 0.358 -2.322 -0.724
C 10.867000 32.647000 11.299000 8.064 -4.909 0.454
C 11.939000 31.836000 10.603000 -7.526 4.699 2.363
C 12.997000 31.342000 11.439000 1.345 -1.733 -2.438
O 13.747000 30.559000 10.868000 0.644 -0.241 0.526
C 13.154000 31.741000 12.772000 -5.331 5.166 4.263
C 12.098000 32.679000 13.422000 6.924 -4.235 1.952
C 10.999000 33.106000 12.678000 -4.084 2.233 -3.044
O 10.150000 33.913000 13.094000 1.133 -0.819 0.451
O 12.153000 33.103000 14.788000 -3.274 1.335 -5.270
O 11.713000 31.566000 9.308000 3.167 -2.808 1.712
H 10.295000 33.035000 10.616000 -3.982 2.390 -2.957
H 13.985000 31.445000 13.335000 1.032 -0.493 0.625
H 12.789000 32.603000 15.169000 3.364 -2.425 2.076
H 12.356000 30.734000 9.211000 -1.258 1.874 -0.703
C 15.955000 27.676000 2.520000 1.577 3.882 3.163
C 16.104000 28.789000 3.462000 -5.608 -2.484 -4.419
C 17.233000 28.848000 4.303000 2.883 3.983 4.684
O 17.293000 29.764000 5.240000 -0.235 -3.801 -3.774
C 18.357000 27.945000 4.032000 -1.208 -3.331 -3.950
C 18.231000 26.917000 2.984000 3.101 2.956 4.463
C 17.017000 26.756000 2.209000 -0.048 -0.670 0.542
O 16.955000 25.816000 1.442000 -0.530 0.216 -0.450
O 19.232000 26.026000 2.707000 -0.882 1.039 0.063
O 15.005000 29.689000 3.557000 2.422 -3.966 -2.572
H 15.147000 27.483000 1.910000 -2.187 0.280 -0.848
H 19.304000 28.072000 4.507000 0.248 0.139 0.561
H 20.038000 26.300000 3.165000 -0.173 -0.039 0.078
H 15.076000 30.236000 4.297000 0.600 1.845 2.607
C 9.407000 26.412000 4.857000 3.433 -1.870 -6.144
C 10.273000 26.196000 3.568000 -4.872 -2.189 3.408
C 11.540000 26.871000 3.341000 0.898 2.151 0.558
O 12.177000 26.719000 2.303000 -0.418 -0.264 0.657
C 11.866000 27.919000 4.337000 -0.613 3.694 3.332
C 10.986000 28.264000 5.523000 2.813 0.242 -4.461
C 9.844000 27.428000 5.852000 -2.397 -3.118 -1.941
O 9.091000 27.517000 6.786000 0.260 1.076 1.633
O 10.853000 29.398000 6.217000 3.609 1.801 -0.721
O 9.927000 25.237000 2.602000 0.215 1.537 1.234
H 8.470000 25.775000 4.987000 1.574 1.184 -0.056
H 12.745000 28.713000 4.052000 -2.241 -2.226 0.776
H 11.632000 30.114000 6.045000 -2.119 -1.985 0.390
H 10.472000 25.302000 1.775000 -0.069 0.413 1.341
C 16.073000 35.089000 10.818000 -5.391 -2.773 -3.594
C 14.897000 34.462000 10.019000 5.814 2.130 2.496
C 13.622000 35.264000 10.059000 -1.793 -4.828 -4.658
O 12.716000 34.838000 9.262000 2.043 1.274 2.021
C 13.476000 36.264000 10.951000 2.992 6.570 5.629
C 14.622000 36.928000 11.700000 -6.545 -1.481 -2.147
C 15.954000 36.418000 11.435000 3.613 -1.590 0.689
O 17.008000 36.961000 11.798000 -1.692 0.202 -0.229
O 14.409000 37.908000 12.603000 -0.609 0.318 -0.619
O 15.035000 33.375000 9.191000 1.063 2.735 3.637
H 16.986000 34.524000 10.791000 0.425 0.387 0.107
H 12.536000 36.796000 11.163000 0.183 -0.750 -0.549
H 13.484000 38.346000 12.648000 2.019 -1.661 -0.605
H 14.267000 33.475000 8.669000 -2.133 -0.535 -1.843
C 9.973000 31.802000 3.520000 2.489 1.095 0.507
C 8.864000 32.746000 3.457000 -0.609 0.516 1.194
O 7.912000 32.523000 4.149000 -1.487 -0.092 0.682
C 8.815000 33.948000 2.553000 -5.053 -2.254 2.016
H 10.971000 32.280000 3.773000 -0.965 -0.375 -0.842
H 9.935000 31.364000 2.563000 0.828 -0.863 -1.390
H 9.848000 31.054000 4.262000 -0.599 -0.604 0.648
H 7.761000 33.801000 2.112000 1.882 0.814 0.051
H 9.602000 33.960000 1.979000 3.833 0.163 -3.926
H 8.845000 34.791000 3.166000 -0.281 1.537 1.053
C 7.824000 30.569000 8.409000 1.419 -0.540 0.778
C 7.679000 31.827000 7.543000 -2.894 0.720 -1.284
O 6.567000 32.266000 7.197000 2.274 -1.138 0.902
C 8.937000 32.619000 7.242000 -1.896 -1.927 -12.704
H 7.779000 30.759000 9.553000 0.047 0.096 -1.935
H 8.876000 30.199000 8.186000 -1.264 0.040 0.490
H 7.098000 29.746000 8.196000 0.480 0.979 -0.098
H 9.880000 32.092000 6.890000 -1.463 0.318 0.212
H 9.100000 32.871000 8.070000 3.302 4.235 12.547
H 8.768000 33.645000 6.633000 0.058 -2.766 1.139
C 12.622000 35.368000 4.902000 -2.214 0.803 1.327
C 11.683000 36.479000 4.254000 1.418 -0.240 0.774
O 11.143000 37.329000 4.914000 -0.217 -0.169 0.045
C 11.673000 36.473000 2.754000 0.269 3.675 -2.064
H 12.269000 35.253000 6.035000 0.707 -0.175 -2.619
H 13.659000 35.724000 4.954000 -0.229 -0.146 -0.327
H 12.505000 34.472000 4.251000 0.417 0.298 0.939
H 10.939000 37.245000 2.171000 1.838 -1.178 2.024
H 11.283000 35.598000 2.354000 0.028 -2.178 -0.578
H 12.765000 36.695000 2.393000 -2.011 -0.698 0.504
C 17.881000 33.162000 7.598000 -2.127 -1.076 -1.590
C 17.876000 33.958000 6.305000 3.226 -0.133 -0.379
O 18.973000 34.063000 5.723000 -2.047 0.068 0.503
C 16.673000 34.639000 5.760000 -3.123 2.409 0.413
H 18.918000 32.858000 7.760000 -0.422 0.064 0.363
H 17.174000 32.238000 7.389000 1.371 1.639 0.724
H 17.393000 33.806000 8.338000 0.346 -0.489 0.290
H 17.002000 35.660000 5.212000 -0.764 -2.540 1.204
H 15.793000 34.961000 6.694000 2.832 -1.140 -2.953
H 16.126000 33.941000 5.011000 0.842 1.209 1.325

=====

Entry 2:
106
Properties=species:S:1:pos:R:3:forces:R:3 method="wB97M-V/def2-TZVPD" charge=-2 multiplicity=1 e_homo_ev=-2.432
Sr 0.552969 -0.322588 -0.408363 -0.149 0.250 0.098
C 0.922535 5.423799 -1.244092 0.007 0.023 0.007
C 0.888761 3.920590 -1.521998 0.043 0.002 0.002
C 0.335430 3.604511 -2.915140 -0.014 -0.007 -0.020
P 0.130101 2.726191 -0.322940 -0.015 0.079 0.005
C 0.627946 3.243679 1.392635 0.025 0.025 -0.033
C -0.022126 4.491731 1.981028 -0.012 0.030 0.013
C 2.151527 3.273710 1.508390 0.034 0.006 0.018
C -1.672997 2.983018 -0.282897 0.006 0.028 -0.046
C -2.332622 4.135837 -0.689198 0.038 -0.013 0.005
C -3.707139 4.287185 -0.558597 -0.023 -0.026 0.013
C -4.428535 3.253179 0.030830 0.002 0.039 -0.015
C -3.806855 2.089630 0.436659 0.041 -0.033 -0.003
C -2.412946 1.893994 0.265042 0.025 -0.118 0.061
N -1.725037 0.795897 0.681669 -0.114 0.135 -0.033
C -2.337106 -0.397546 0.981756 0.149 -0.187 0.051
C -3.408138 -0.975561 0.271023 -0.018 0.042 -0.010
C -3.841848 -2.257895 0.552678 0.007 -0.010 0.021
C -3.219888 -3.026048 1.532241 0.003 0.053 0.000
C -2.161270 -2.477421 2.245629 -0.019 -0.002 0.004
C -1.725593 -1.177091 2.007511 -0.029 0.107 -0.088
P -0.356960 -0.308290 2.861906 -0.058 -0.009 -0.008
C -1.306917 0.991507 3.814874 0.017 -0.003 0.023
C -0.388952 1.712102 4.802022 0.035 0.017 0.012
C -2.626427 0.594461 4.471420 -0.040 -0.027 0.001
C 0.261697 -1.581260 4.071240 0.020 0.012 0.041
C -0.601372 -1.946513 5.278314 -0.012 -0.010 0.010
C 1.679368 -1.213200 4.523467 0.022 0.020 -0.007
H 1.443040 5.931444 -2.063011 -0.006 -0.009 0.005
H 1.460729 5.652648 -0.323994 0.001 -0.010 -0.013
H -0.070118 5.866978 -1.163755 0.038 -0.001 -0.009
H 1.928994 3.572591 -1.516730 0.007 -0.003 -0.003
H -0.691410 3.958994 -3.024890 -0.001 0.003 0.002
H 0.330852 2.528802 -3.107750 0.010 0.015 0.017
H 0.948544 4.086189 -3.681983 -0.014 -0.001 0.010
H 0.274612 2.380074 1.966158 -0.003 -0.013 0.029
H 0.303373 5.402125 1.472716 -0.003 -0.026 0.020
H 0.247953 4.588183 3.038879 -0.003 0.000 -0.021
H -1.110133 4.443717 1.912573 0.009 -0.013 -0.005
H 2.580124 4.114463 0.956471 -0.005 -0.001 0.003
H 2.608303 2.358730 1.124295 -0.019 -0.001 -0.006
H 2.452499 3.377781 2.555325 -0.009 0.007 -0.014
H -1.762142 4.946754 -1.121322 -0.020 -0.021 0.009
H -4.197150 5.192709 -0.894156 0.000 -0.009 0.005
H -5.498795 3.356544 0.179044 0.003 0.002 -0.003
H -4.391496 1.308081 0.905248 0.006 0.014 -0.012
H -3.852960 -0.419406 -0.546067 0.015 -0.025 0.025
H -4.647462 -2.685002 -0.034676 0.005 0.005 0.002
H -3.538808 -4.043239 1.724048 0.004 0.005 -0.002
H -1.671655 -3.084325 2.997894 0.005 -0.014 0.018
H -1.548854 1.688728 3.007462 0.000 0.017 -0.011
H -0.149969 1.077930 5.660045 -0.007 0.014 -0.017
H -0.874714 2.615093 5.185020 0.002 -0.015 -0.010
H 0.554402 2.008438 4.335109 -0.023 -0.007 0.003
H -2.470353 0.001357 5.373812 -0.004 0.004 -0.016
H -3.255151 0.018710 3.789815 0.015 0.010 0.009
H -3.182085 1.493473 4.758875 0.014 -0.003 -0.004
H 0.353905 -2.469326 3.434717 -0.001 -0.009 0.005
H -0.609420 -1.131233 6.006020 0.000 -0.012 -0.010
H -0.188466 -2.827250 5.780538 0.000 0.011 -0.012
H -1.635158 -2.163411 5.009935 0.003 -0.003 -0.010
H 1.663559 -0.340672 5.182669 0.003 -0.009 -0.007
H 2.323346 -0.983059 3.673860 -0.021 -0.008 0.015
H 2.128467 -2.042292 5.078078 -0.012 0.006 -0.007
O -1.044240 -0.940329 -4.570479 0.152 -0.019 0.035
C -0.210125 -0.535132 -3.752193 -0.148 0.147 -0.078
O -0.462115 -0.199186 -2.549128 -0.057 -0.152 -0.081
C 1.226627 -0.340033 -4.231670 -0.027 0.027 -0.150
C 1.430628 -0.378543 -5.589532 0.033 0.015 0.140
C 2.682017 -0.106996 -6.151770 0.093 -0.101 -0.186
C 3.752315 0.265697 -5.351962 -0.108 -0.086 0.069
C 3.550796 0.323941 -3.997690 0.215 0.042 -0.049
C 2.333326 -0.069369 -3.336150 -0.125 -0.037 0.075
O 2.297952 -0.207603 -2.088553 -0.003 0.084 -0.039
N 4.671852 0.809351 -3.193865 -0.106 0.081 -0.101
O 5.800816 0.455017 -3.505959 0.029 -0.043 -0.009
O 4.433944 1.591231 -2.295899 0.006 -0.010 0.062
N 2.866187 -0.166873 -7.581807 -0.159 0.517 0.142
O 3.961108 0.138404 -8.045991 0.066 -0.172 0.002
O 1.909145 -0.460057 -8.284240 0.024 -0.188 -0.025
H 0.584575 -0.617454 -6.217665 0.007 -0.003 -0.009
H 4.713437 0.508867 -5.777226 0.007 0.005 -0.013
O 2.868886 -5.005382 3.121417 0.158 0.301 -0.203
C 1.644082 -5.343515 2.774590 0.055 -0.077 -0.155
O 1.048147 -6.245726 3.322675 0.011 0.077 0.062
C 1.033093 -4.595934 1.634191 -0.106 0.005 0.043
C -0.099045 -4.989652 0.947431 -0.110 -0.055 0.047
Cl -1.147705 -6.287261 1.307002 0.052 0.018 0.034
N -0.352888 -4.092184 -0.030929 0.075 0.075 -0.041
N 0.528539 -3.063575 0.043259 0.069 -0.414 -0.041
C 1.373231 -3.368243 1.014923 0.030 0.170 -0.026
C 2.509346 -2.403587 1.323242 0.098 -0.228 0.134
O 3.545825 -2.918071 1.805846 -0.134 -0.066 0.154
O 2.296545 -1.204224 1.079389 0.250 -0.156 -0.046
C -1.251628 -4.178573 -1.145308 -0.018 0.055 0.065
C -1.645157 -3.015609 -1.785812 0.080 0.012 -0.191
C -2.492363 -3.079952 -2.882610 0.045 -0.011 0.048
C -2.958833 -4.305279 -3.332140 0.006 -0.023 0.027
C -2.530340 -5.469568 -2.709277 -0.020 0.012 -0.015
C -1.664739 -5.416054 -1.627949 -0.031 0.020 -0.053
H 3.231423 -4.224518 2.551700 -0.212 -0.056 0.140
H -1.253463 -2.042216 -1.530440 -0.165 -0.115 0.142
H -2.721410 -2.157665 -3.399915 -0.003 -0.018 -0.002
H -3.618289 -4.355005 -4.189504 0.005 -0.006 -0.001
H -2.847950 -6.438016 -3.077086 -0.004 0.015 -0.009
H -1.308523 -6.333864 -1.190114 0.009 0.028 -0.008

=====

In the order shown, the computed Kohn-Sham gap values come out to 0.22087, 0.23383 Ha.
In the order shown, the computed LUMO values come out to -0.49, 3.93 eV.